(1)
{"formula": "C30H27AsGaI2NO2Te", "method": "the ωB97M-V functional and the def2-TZVPD basis", "species": ["Ga", "I", "C", "C", "C", "I", "C", "C", "C", "C", "N", "C", "C", "O", "H", "H", "H", "H", "O", "Te", "C", "C", "C", "C", "C", "C", "C", "C", "C", "C", "C", "C", "H", "H", "H", "H", "H", "H", "H", "H", "H", "H", "C", "As", "C", "C", "C", "C", "C", "C", "C", "C", "H", "H", "H", "H", "H", "H", "H", "H", "H", "H", "H", "H", "H"], "coordinates": [[0.47224, 0.06624, 0.42313], [-3.42795, -3.19366, 0.48926], [-2.36296, -2.38410, 2.07906], [-2.69632, -2.71186, 3.40875], [-2.01643, -2.18876, 4.47322], [-2.58094, -2.74738, 6.40377], [-0.94802, -1.28105, 4.25664], [-0.15203, -0.66797, 5.24916], [0.85875, 0.18495, 4.89797], [1.08948, 0.45556, 3.53931], [0.35510, -0.08893, 2.60091], [-0.63704, -0.95388, 2.92287], [-1.33018, -1.51747, 1.79939], [-0.95538, -1.17222, 0.59235], [-3.51216, -3.40076, 3.58002], [-0.34526, -0.88704, 6.29119], [1.47974, 0.64962, 5.65025], [1.88476, 1.11416, 3.20976], [1.99988, 0.32701, -0.23338], [-0.26522, -0.80869, -2.68613], [-0.28822, 0.26972, -4.50551], [0.28784, -0.28478, -5.64449], [0.27336, 0.40999, -6.84570], [-0.31074, 1.66650, -6.91831], [-0.87967, 2.22908, -5.78535], [-0.86486, 1.53226, -4.58520], [-2.10014, -1.80855, -3.02813], [-3.30561, -1.11482, -3.07198], [-4.50119, -1.79508, -3.24887], [-4.50258, -3.17847, -3.36814], [-3.30463, -3.87560, -3.32152], [-2.10629, -3.19255, -3.15736], [0.74918, -1.26257, -5.59153], [0.72275, -0.03094, -7.72622], [-0.31929, 2.20771, -7.85556], [-1.33412, 3.21076, -5.83475], [-1.30663, 1.97742, -3.70248], [-3.31696, -0.03791, -2.96552], [-5.43360, -1.24563, -3.28313], [-5.43601, -3.71049, -3.50087], [-3.29935, -4.95419, -3.41612], [-1.17395, -3.74174, -3.12057], [-0.05438, 3.41264, -0.90103], [-1.01355, 2.13040, 0.17806], [-1.38640, 3.11775, 1.80837], [-2.75512, 1.99544, -0.70792], [-3.44790, 3.31484, -0.85565], [-4.23822, 3.82308, 0.17348], [-4.85156, 5.06054, 0.05280], [-4.68306, 5.81279, -1.10133], [-3.90335, 5.31498, -2.13457], [-3.29247, 4.07556, -2.01177], [-0.57273, 4.36922, -0.93809], [0.05483, 3.00266, -1.90470], [0.94128, 3.52187, -0.47493], [-1.80147, 4.10013, 1.59008], [-0.44836, 3.22742, 2.35101], [-2.08392, 2.55324, 2.42617], [-3.34525, 1.27382, -0.14166], [-2.52162, 1.54311, -1.67130], [-4.38388, 3.23553, 1.07305], [-5.46694, 5.43644, 0.86003], [-5.16256, 6.77797, -1.19705], [-3.77307, 5.89037, -3.04208], [-2.68714, 3.69295, -2.82535]], "forces_ev_per_angstrom": [[-0.14, -0.04, 0.63], [0.00, 0.01, 0.01], [-0.05, -0.01, -0.05], [-0.02, -0.02, 0.01], [-0.01, -0.01, 0.03], [0.00, 0.01, 0.00], [0.01, 0.02, -0.06], [-0.01, -0.01, 0.03], [0.00, 0.01, -0.01], [0.03, 0.02, 0.01], [0.00, -0.02, -0.30], [-0.02, -0.01, -0.02], [0.11, 0.16, 0.02], [-0.10, -0.22, -0.12], [0.00, 0.00, -0.01], [0.00, 0.00, 0.00], [0.01, 0.00, -0.01], [0.00, 0.00, 0.00], [0.22, 0.07, -0.15], [-0.01, -0.02, -0.01], [0.02, -0.01, -0.04], [0.00, -0.03, 0.01], [0.00, 0.00, -0.01], [0.00, 0.01, 0.00], [0.00, -0.01, -0.02], [-0.02, 0.02, 0.04], [-0.02, 0.02, -0.02], [0.00, -0.04, -0.01], [0.00, 0.02, 0.01], [-0.01, -0.02, 0.00], [-0.01, -0.01, 0.00], [0.02, 0.00, 0.02], [0.00, 0.00, 0.00], [0.00, 0.00, 0.00], [0.00, 0.00, 0.00], [0.00, 0.00, 0.00], [-0.01, 0.00, 0.02], [0.00, 0.02, -0.03], [0.00, 0.00, 0.00], [0.00, 0.00, 0.00], [0.00, 0.00, 0.00], [0.00, 0.00, -0.01], [-0.01, 0.00, -0.01], [0.03, 0.05, 0.02], [0.02, 0.02, -0.02], [0.02, 0.03, 0.02], [0.00, -0.03, 0.01], [-0.04, -0.02, -0.01], [0.00, 0.01, 0.00], [-0.01, 0.01, 0.01], [0.01, 0.00, -0.01], [0.03, 0.03, 0.02], [-0.01, 0.00, 0.01], [0.02, 0.00, 0.01], [0.01, 0.01, -0.01], [-0.01, -0.01, -0.01], [0.00, 0.03, 0.02], [0.01, -0.01, 0.00], [0.00, 0.00, 0.02], [-0.04, -0.01, -0.03], [0.00, 0.00, 0.00], [0.00, 0.00, 0.00], [0.00, 0.00, 0.00], [0.00, 0.00, 0.00], [0.00, -0.01, -0.01]], "e_tot_ha": -6388.59146, "e_lumo_ev": -0.5168, "fmax_ev_per_a": 0.651}



(2)
{"formula": "C17H19ClN4O5S7SbW", "method": "the ωB97M-V functional and the def2-TZVPD basis", "species": ["W", "S", "C", "C", "N", "C", "S", "C", "N", "S", "Sb", "S", "S", "N", "C", "N", "C", "C", "O", "C", "C", "H", "H", "H", "H", "H", "H", "H", "H", "O", "Cl", "O", "O", "O", "S", "C", "C", "C", "C", "C", "C", "H", "H", "H", "H", "H", "C", "S", "C", "H", "H", "H", "H", "H", "H"], "coordinates": [[0.46464, 1.85080, -0.23062], [2.50018, 2.01001, -1.64703], [2.88974, 3.71573, -1.48712], [3.99329, 4.15426, -2.28647], [4.87054, 4.50413, -2.94792], [2.25665, 4.61168, -0.67657], [0.91039, 4.28385, 0.34547], [2.72905, 5.96704, -0.63038], [3.08440, 7.06064, -0.56512], [-3.76237, 0.85691, -1.43823], [-2.68247, 2.63559, -0.48787], [-0.74805, 3.12737, -1.88975], [-1.09297, 1.88409, 1.42975], [-0.22013, 0.37452, -1.58815], [-0.65864, -0.32287, -2.39062], [-0.98712, -1.11464, -3.38716], [-2.23254, -1.89852, -3.38125], [-1.94264, -3.34368, -3.02577], [-0.93328, -3.88035, -3.88291], [0.28881, -3.17297, -3.71152], [0.11646, -1.72611, -4.14115], [-2.63772, -1.84009, -4.39548], [-2.93334, -1.42181, -2.69692], [-2.83417, -3.95447, -3.17152], [-1.62043, -3.41363, -1.98835], [1.02735, -3.66822, -4.34305], [0.61319, -3.21430, -2.66627], [-0.14413, -1.67933, -5.20196], [1.02227, -1.14546, -3.97053], [0.05414, -2.54489, -0.35366], [1.24135, -1.84213, 0.08745], [2.13800, -1.69143, -1.02384], [1.85643, -2.56905, 1.16407], [0.86148, -0.53154, 0.59587], [2.35771, 1.80265, 1.42217], [1.63161, 1.69169, 3.04055], [1.39879, 0.45680, 3.64719], [0.86663, 0.39434, 4.92764], [0.55715, 1.55747, 5.62139], [0.79517, 2.78918, 5.02690], [1.33492, 2.85650, 3.75018], [1.62932, -0.44747, 3.09981], [0.68540, -0.57316, 5.38244], [0.13308, 1.50347, 6.61753], [0.55487, 3.70427, 5.55622], [1.51343, 3.81248, 3.27447], [-1.51438, -1.86275, 2.57419], [-2.70176, -1.30390, 1.34394], [-3.15637, -2.90707, 0.66786], [-1.98972, -2.50116, 3.32279], [-1.12584, -0.96802, 3.05847], [-0.68135, -2.38871, 2.10759], [-2.27546, -3.40875, 0.26645], [-3.86704, -2.72629, -0.14048], [-3.63457, -3.54266, 1.41727]], "forces_ev_per_angstrom": [[0.63, 0.69, -0.45], [-0.13, -0.02, 0.14], [0.03, -0.02, 0.03], [-0.02, 0.10, -0.01], [0.02, -0.06, 0.00], [0.01, -0.09, -0.03], [0.01, 0.00, -0.05], [0.02, 0.03, 0.02], [-0.01, 0.00, -0.01], [0.05, 0.12, 0.02], [-0.09, -0.25, -0.01], [-0.04, -0.10, 0.15], [-0.21, -0.11, 0.05], [-0.15, -0.10, -0.06], [0.11, -0.19, 0.08], [-0.06, -0.04, 0.09], [0.03, 0.23, -0.10], [0.12, 0.01, -0.16], [-0.16, -0.02, 0.07], [0.04, 0.05, 0.01], [0.05, 0.01, 0.02], [-0.04, -0.02, 0.01], [0.01, -0.01, 0.06], [-0.01, 0.01, 0.00], [0.08, -0.01, 0.17], [0.01, 0.01, 0.01], [-0.01, 0.01, -0.04], [-0.01, 0.00, -0.01], [0.01, -0.04, 0.03], [-0.02, -0.06, -0.04], [-0.11, -0.10, -0.01], [0.12, 0.01, -0.10], [0.03, 0.02, -0.09], [-0.17, 0.00, 0.22], [-0.15, -0.10, -0.05], [0.06, 0.04, 0.05], [0.02, 0.04, -0.03], [-0.02, -0.01, 0.01], [0.01, -0.03, 0.00], [0.01, 0.00, -0.03], [-0.04, 0.01, 0.02], [-0.01, -0.03, -0.04], [0.00, 0.00, 0.00], [0.00, 0.00, 0.00], [0.00, 0.00, 0.00], [0.01, -0.01, 0.00], [0.03, -0.02, 0.02], [0.01, 0.03, 0.02], [-0.05, -0.02, -0.03], [0.00, 0.01, 0.01], [0.02, 0.02, 0.01], [-0.07, 0.00, 0.00], [0.03, -0.01, 0.02], [0.02, 0.01, 0.01], [0.01, -0.01, -0.01]], "e_tot_ha": -4809.19722, "e_lumo_ev": [3.7110, 4.0437], "multiplicity": 2, "s_squared": 0.765, "fmax_ev_per_a": 1.036, "total_charge": -2}



(3)
{"formula": "C35H70Br8O13", "method": "the ωB97M-V functional and the def2-TZVPD basis", "species": ["C", "C", "O", "C", "H", "H", "H", "H", "H", "H", "O", "C", "O", "C", "C", "C", "H", "H", "H", "H", "H", "H", "H", "H", "O", "C", "O", "C", "C", "C", "H", "H", "H", "H", "H", "H", "H", "H", "O", "C", "O", "C", "C", "C", "H", "H", "H", "H", "H", "H", "H", "H", "O", "C", "O", "C", "C", "C", "H", "H", "H", "H", "H", "H", "H", "H", "O", "C", "O", "C", "C", "C", "H", "H", "H", "H", "H", "H", "H", "H", "O", "C", "O", "C", "C", "C", "H", "H", "H", "H", "H", "H", "H", "H", "Br", "C", "C", "Br", "H", "H", "H", "H", "Br", "C", "C", "Br", "H", "H", "H", "H", "Br", "C", "C", "Br", "H", "H", "H", "H", "Br", "C", "C", "Br", "H", "H", "H", "H"], "coordinates": [[0.14556, 0.19464, -1.23334], [0.21182, -0.33065, 0.18123], [-0.74633, -0.20481, 0.91194], [1.50535, -0.98175, 0.62299], [-0.82491, 0.58884, -1.50299], [0.52692, -0.52678, -1.96046], [0.93947, 0.95103, -1.17626], [1.28672, -1.30409, 1.64469], [2.33360, -0.27942, 0.72365], [1.68245, -1.89474, 0.05994], [-2.91346, -4.13639, -0.41746], [-3.66375, -3.21106, -0.55685], [-4.97830, -3.31567, -0.80998], [-5.52561, -4.62161, -0.88849], [-5.00610, -5.46234, -2.05863], [-3.23855, -1.77727, -0.44540], [-6.60871, -4.53806, -1.00381], [-5.44407, -5.13476, 0.07501], [-5.76162, -6.22345, -2.23950], [-4.02944, -5.87953, -1.81876], [-4.82869, -4.83357, -2.93113], [-2.21611, -1.71938, -0.07272], [-3.88397, -1.20170, 0.21352], [-3.12007, -1.33999, -1.44104], [-7.00199, -1.03386, 4.08359], [-6.43683, -1.56616, 3.16937], [-5.13412, -1.47892, 2.90109], [-4.35563, -0.65138, 3.74280], [-2.88093, -0.75151, 3.39103], [-7.13361, -2.49634, 2.22371], [-4.53110, -0.89234, 4.79968], [-4.70556, 0.38344, 3.75443], [-2.40209, -1.59849, 3.88489], [-2.28538, 0.07673, 3.78202], [-2.82322, -0.75658, 2.30430], [-7.27518, -3.44498, 2.74573], [-6.55258, -2.66767, 1.31691], [-8.12029, -2.17233, 1.90128], [1.76541, -5.53369, -1.47699], [0.96896, -6.17814, -0.84854], [0.28384, -5.72863, 0.19919], [0.49079, -4.37255, 0.59959], [-0.23955, -4.14494, 1.90610], [0.52104, -7.54641, -1.28814], [0.14558, -3.69810, -0.18997], [1.56874, -4.19477, 0.64929], [0.00155, -4.88814, 2.66962], [-1.31264, -4.29904, 1.78475], [0.02665, -3.14533, 2.24685], [0.15075, -8.13259, -0.44929], [1.32611, -8.01633, -1.84970], [-0.28807, -7.51865, -2.02158], [0.14036, 1.84828, 3.73924], [0.41909, 1.32784, 4.78168], [1.51844, 0.59387, 4.96952], [2.45984, 0.53100, 3.90234], [3.65934, 1.37794, 4.27486], [-0.42094, 1.41334, 6.01358], [2.05668, 0.87681, 2.94847], [2.75470, -0.49917, 3.69837], [4.11118, 1.01838, 5.19842], [3.38704, 2.43288, 4.32600], [4.42561, 1.31983, 3.49494], [-0.79467, 0.45604, 6.37579], [-1.26081, 2.08958, 5.88842], [0.19382, 1.79972, 6.83091], [-3.34657, 3.86706, -6.33352], [-2.35788, 4.48551, -6.02703], [-1.73483, 4.41379, -4.84801], [-2.18377, 3.47403, -3.89729], [-1.60733, 2.09257, -4.14759], [-1.68269, 5.41245, -7.00764], [-3.27183, 3.37306, -3.87663], [-1.89394, 3.75977, -2.88317], [-1.75516, 1.85627, -5.20516], [-2.08697, 1.27473, -3.60519], [-0.55942, 2.01681, -3.85346], [-2.37891, 5.84879, -7.71009], [-0.81549, 4.94063, -7.46740], [-1.25343, 6.21199, -6.38944], [4.19453, 1.24898, 0.86754], [4.66489, 2.35871, 0.79796], [3.99650, 3.49787, 0.92800], [2.56942, 3.39414, 1.10425], [2.12004, 4.84824, 1.09907], [6.15946, 2.53429, 0.62965], [2.30990, 3.01502, 2.09535], [2.09169, 2.80269, 0.32642], [1.03539, 4.91853, 1.19583], [2.49860, 5.30755, 0.18643], [2.47426, 5.41517, 1.96052], [6.70403, 2.31051, 1.54970], [6.48549, 3.53701, 0.36196], [6.45239, 1.75362, -0.06834], [-1.04331, 3.51471, -0.33582], [-2.93900, 3.12019, -0.08865], [-3.06061, 1.85601, 0.71873], [-4.95394, 1.56342, 1.17652], [-3.42676, 3.08176, -1.05875], [-3.39517, 3.95025, 0.44604], [-2.55762, 1.81247, 1.67738], [-2.80349, 0.96463, 0.15753], [2.40117, 5.17669, -6.71523], [1.80529, 3.93961, -5.35666], [2.76628, 3.96599, -4.17536], [1.96472, 3.12611, -2.57817], [1.73813, 2.93588, -5.77265], [0.79547, 4.18420, -5.03262], [2.94478, 4.99487, -3.87383], [3.73584, 3.52169, -4.37788], [3.23490, -3.12074, 2.87797], [5.09485, -2.46563, 3.16629], [5.44626, -1.50218, 2.06059], [7.09145, -0.56182, 2.42173], [5.70778, -3.36260, 3.14820], [5.18505, -2.00973, 4.14731], [4.73337, -0.67941, 2.07082], [5.47309, -1.89887, 1.05197], [3.26651, -1.90092, -2.45314], [4.18355, -0.21265, -2.04877], [4.55903, 0.48632, -3.34207], [5.80881, 1.96407, -3.06507], [5.02505, -0.42249, -1.39874], [3.47138, 0.41934, -1.52277], [3.68202, 0.84063, -3.88421], [4.97420, -0.20770, -4.07411]], "forces_ev_per_angstrom": [[1.15, -0.31, 0.47], [-0.38, -0.02, -0.76], [0.25, -0.16, 0.36], [-1.18, -0.09, 1.35], [0.00, 0.17, 0.03], [-0.16, -0.11, 0.06], [-0.36, 0.37, -0.49], [0.14, -0.01, -0.01], [0.17, -0.12, -0.62], [0.47, 0.30, -0.35], [0.01, -0.57, -0.01], [0.08, 0.62, 0.26], [-0.09, 0.27, 0.00], [-0.59, -1.02, -0.17], [0.41, 0.45, 0.72], [0.89, 0.13, -0.20], [0.11, 0.68, -0.16], [0.57, 0.01, -0.07], [0.24, -0.17, -0.33], [-0.18, -0.31, 0.04], [-0.44, -0.01, -0.13], [-0.19, -0.33, 0.35], [-0.23, 0.09, -0.27], [-0.68, 0.11, -0.03], [0.25, 0.49, 0.39], [-0.80, -0.36, -0.26], [0.34, -0.05, -0.35], [0.41, 0.96, 2.04], [-0.33, 0.02, 0.18], [0.10, -0.52, -0.69], [0.03, -0.57, -0.18], [-0.09, -0.05, -0.75], [-0.19, -0.46, -0.60], [-0.40, 0.39, -0.21], [0.57, -0.23, 0.07], [0.08, -0.03, -0.04], [0.14, -0.08, 0.15], [0.00, 0.37, 0.38], [0.47, 0.46, 0.17], [-0.78, -0.13, -1.03], [-0.24, -0.31, 0.26], [0.39, 0.10, -0.08], [0.00, -0.47, -0.14], [-0.02, -0.38, -0.02], [-0.31, -0.15, 0.01], [-0.03, -0.07, 0.31], [0.59, 0.12, -0.06], [-0.04, 0.58, -0.27], [-0.39, 0.04, 0.23], [0.24, -0.15, -0.04], [0.18, -0.16, 0.42], [-0.15, 0.57, 0.19], [-0.15, 0.49, -0.57], [-0.40, -0.25, -0.02], [0.04, -0.48, 0.21], [0.82, 0.31, -0.86], [0.31, -0.12, -0.43], [0.01, 0.23, 0.90], [-0.38, 0.14, 0.31], [-0.21, -0.12, 0.58], [-0.07, 0.25, 0.14], [-0.05, -0.01, 0.35], [-0.08, -0.17, 0.01], [0.12, -0.17, -0.31], [0.02, -0.01, -0.28], [0.03, 0.00, -0.05], [0.04, -0.19, 0.65], [-0.68, -0.28, -1.56], [0.62, 0.53, 0.24], [-0.85, -1.55, 1.24], [0.23, -0.38, -0.54], [0.74, 0.74, 1.57], [-0.01, 0.40, -0.41], [0.22, 0.68, -0.46], [0.30, -0.11, 0.04], [-0.40, 0.36, 0.20], [0.12, 0.22, -0.33], [-0.08, -0.31, -0.19], [-0.22, -0.20, -0.25], [-0.01, 0.11, -0.32], [-0.83, -0.13, -0.12], [1.40, 0.18, 0.51], [-0.10, -0.72, -0.18], [-0.37, 1.42, 0.98], [-0.36, -0.08, -0.13], [0.01, 0.06, 0.15], [0.29, -0.59, -0.19], [0.21, -0.09, -0.05], [-0.01, -0.08, -0.45], [-0.33, 0.26, -0.01], [0.46, -0.24, -0.02], [-0.44, -0.15, 0.19], [-0.26, -0.07, -0.43], [0.26, 0.30, -0.22], [-0.17, 0.09, 0.01], [-0.19, 0.22, 0.63], [-0.69, -0.70, -0.20], [-0.01, 0.25, -0.26], [0.20, -0.30, -0.09], [0.30, 0.12, 0.05], [0.29, 0.40, -0.12], [0.24, 0.09, -0.02], [-0.05, -0.10, 0.02], [-0.18, -0.81, 0.80], [-0.15, 0.73, 0.00], [0.29, 0.07, -0.60], [0.20, 0.09, -0.26], [0.08, 0.43, -0.14], [-0.05, -0.01, 0.08], [-0.13, -0.31, 0.06], [0.80, 0.18, 0.26], [0.09, -0.63, -0.43], [-0.99, 0.84, 0.25], [0.51, -0.21, 0.11], [-0.02, 0.00, -0.01], [-0.35, 0.08, -0.01], [-0.12, -0.17, -0.20], [0.14, -0.33, 0.11], [0.29, 0.33, 0.02], [-0.39, 0.53, -0.24], [-0.18, -0.80, -0.79], [-0.34, -0.34, -0.02], [0.07, -0.13, -0.09], [0.03, -0.20, 0.23], [-0.09, 0.47, 0.48], [0.63, 0.07, 0.35]], "e_tot_ha": -22945.91829, "e_lumo_ev": 0.2341, "smiles": "CCOC(C)=O.CCOC(C)=O.CCOC(C)=O.CCOC(C)=O.CCOC(C)=O.CCOC(C)=O.CC(C)=O.BrCCBr.BrCCBr.BrCCBr.BrCCBr", "fmax_ev_per_a": 2.291}